[1]
Here is an isolated molecule of C6H8N2 from the Open Molecules 2025 dataset. Energies are from ωB97M-V/def2-TZVPD.

XYZ file:
```
16
Properties=species:S:1:pos:R:3:forces:R:3:lowdin_charge:R:1
C -0.0147 1.0776 2.6738 0.15 0.24 0.46 -0.018
C -0.1429 0.4600 1.5376 -0.03 0.59 0.15 -0.077
C -0.1911 -0.3135 0.4743 0.20 -0.17 0.27 -0.338
N -0.5299 -1.6492 0.6605 -1.27 -0.38 -0.81 0.115
C 0.1945 0.1827 -0.8537 1.59 0.05 0.32 -0.356
C 0.3961 -0.7726 -1.9924 0.52 -0.08 -0.34 -0.037
C 0.1013 1.5913 -1.1151 -0.72 0.06 -0.65 -0.159
N 1.2658 1.4690 -0.6978 -0.68 -0.78 -0.53 0.230
H 0.1703 0.5269 3.5909 1.32 0.16 0.02 0.047
H -0.0372 2.1602 2.7314 -1.31 0.11 0.37 0.048
H -0.8447 -1.8641 1.6003 0.10 0.05 -0.23 0.101
H -1.1345 -2.0367 -0.0536 -0.21 -0.22 0.16 0.077
H 1.3956 -1.2186 -1.9443 -0.17 -0.11 -0.02 0.091
H 0.3098 -0.2760 -2.9658 0.02 0.05 0.24 0.081
H -0.3436 -1.5766 -1.9930 0.07 0.04 0.12 0.070
H -0.5948 2.2394 -1.6533 0.41 0.40 0.48 0.125
```
Forces are in eV/Å.

- relative energy (zero: lowest compared OMol25 entry of this formula, charge and spin) (kcal/mol) = 120.1
- SMILES = C=C=C(N)[C@@]1(C)C=N1
- highest occupied orbital energy (spin up / spin down) (eV) = -7.0 / -7.0
- LUMO (spin up / spin down) (Ha) = 0.022 / 0.022
- calculated total energy (Eh) = -342.74248
- orbital gap (spin up / spin down) (eV) = 7.586 / 7.585

[2]
Here is an isolated molecule of C9H13NO3 from the Open Molecules 2025 dataset. Energies are from ωB97M-V/def2-TZVPD.

XYZ file:
```
26
Properties=species:S:1:pos:R:3:forces:R:3:lowdin_charge:R:1
C -2.1831 -1.6561 0.7160 -4.46 1.38 -3.81 -0.092
O -1.4637 -1.4881 -0.4830 1.18 2.44 -0.13 -0.105
C -0.7746 -0.2370 -0.3423 -0.63 -0.30 -0.73 -0.096
C -1.5680 1.0061 -0.4832 1.50 -6.05 0.67 -0.177
C -3.0896 0.5846 -0.6157 -2.06 3.73 -1.61 -0.071
N -0.9221 2.1817 -0.3942 -4.08 0.50 -0.21 0.103
C 0.2931 2.1746 -0.0449 2.79 -2.96 0.23 -0.116
C 1.0762 0.9444 0.1097 -1.05 3.72 0.94 -0.232
C 2.4305 1.3036 0.3357 4.06 2.00 0.32 -0.194
O 3.1982 0.2560 -0.4933 3.43 5.42 2.56 -0.153
C 0.6428 -0.3038 -0.0692 -3.24 -1.24 -0.93 -0.042
C 1.4852 -1.5637 0.1644 0.81 0.40 0.37 -0.191
O 2.1337 -2.2316 -0.9124 2.42 1.63 -0.43 -0.074
H -1.5514 -1.6850 1.4393 3.87 -0.29 5.08 0.033
H -2.6983 -2.5566 0.6028 -0.84 -1.61 0.06 0.089
H -2.9632 -0.8431 0.8677 1.41 -1.58 0.26 0.076
H -3.4890 1.6047 -0.9808 -0.12 -1.55 0.30 0.089
H -3.6874 0.3953 0.3253 1.14 0.86 -0.86 0.065
H -3.5506 -0.2329 -1.3323 2.04 1.59 1.06 0.130
H 0.9592 3.0298 0.0768 -1.21 0.61 -0.22 0.099
H 2.4399 2.4616 -0.1538 1.37 -3.30 1.16 0.147
H 2.9747 1.4935 1.5294 -1.86 -1.11 -3.42 0.198
H 4.0998 0.8130 -0.3326 -2.37 -2.73 -1.25 0.157
H 2.1930 -1.2361 0.9536 -0.16 -0.50 -0.44 0.127
H 0.9454 -2.3887 0.5426 -1.41 -0.33 0.82 0.107
H 3.0694 -1.8265 -1.0253 -2.55 -0.73 0.20 0.120
```
Forces are in eV/Å.

- relative energy (zero: lowest compared OMol25 entry of this formula, charge and spin) (kcal/mol) = 150.6
- SMILES = COc1c(C)ncc(CO)c1CO
- highest occupied orbital energy (eV) = -8.7
- LUMO (Ha) = 0.014
- calculated total energy (Eh) = -630.99453
- orbital gap (eV) = 9.136

[3]
Here is a structure of composition C50H52BBr3N2O4PSeTa from the Open Molecules 2025 dataset. Energies are from ωB97M-V/def2-TZVPD.

XYZ file:
```
115
Properties=species:S:1:pos:R:3:forces:R:3:lowdin_charge:R:1
Ta -0.1213 -0.5198 0.0847 0.67 0.25 -0.18 1.471
Br 0.9498 -0.4695 3.2147 -0.04 -0.06 -0.01 0.724
C 2.0349 -1.9629 3.8743 -0.03 0.02 0.05 -0.949
Br 1.7818 -3.6353 2.9798 -0.12 0.08 0.00 0.710
H 1.7421 -2.0819 4.9087 0.01 0.00 0.02 0.007
H 3.0682 -1.6579 3.7813 0.01 0.00 -0.04 0.009
C 0.6835 -4.0782 -1.7308 0.11 0.02 0.12 -0.028
C 0.2098 -4.7975 -0.4942 0.02 0.00 -0.02 -0.260
C 0.8185 -6.0022 -0.1589 -0.02 0.00 -0.05 -0.035
C 0.3551 -6.7893 0.8851 -0.01 -0.01 0.02 -0.051
C -0.7587 -6.3928 1.6069 0.01 0.00 0.00 -0.058
C -1.3700 -5.1864 1.3074 0.01 -0.02 0.00 -0.092
C -0.8767 -4.3677 0.2913 0.05 0.05 -0.05 -0.295
P -1.6617 -2.7538 0.0086 -0.21 0.09 0.09 1.111
C -3.2398 -2.7197 0.9333 0.03 -0.04 0.03 -0.297
C -4.4313 -2.6590 0.2075 -0.02 0.08 -0.05 -0.064
C -5.6500 -2.5295 0.8501 0.00 0.00 0.00 -0.051
C -5.6915 -2.4377 2.2319 -0.02 0.00 0.00 -0.040
C -4.5144 -2.4923 2.9583 0.01 -0.06 0.00 -0.018
C -3.2781 -2.6476 2.3367 -0.03 -0.03 -0.07 -0.283
C -2.0526 -2.7595 3.1914 0.08 0.12 0.16 -0.063
C -2.0954 -2.7042 -1.7419 0.01 0.04 -0.03 -0.349
C -2.7985 -3.7550 -2.3357 0.00 0.00 0.03 -0.085
C -3.1461 -3.6867 -3.6709 -0.01 -0.02 0.00 -0.047
C -2.7946 -2.5647 -4.4152 0.00 0.02 -0.02 -0.040
C -2.0698 -1.5379 -3.8349 0.01 -0.03 -0.01 -0.023
C -1.6932 -1.6035 -2.4946 0.03 -0.03 0.02 -0.288
C -0.7680 -0.5488 -1.9318 -0.09 -0.22 -0.24 -0.268
H 1.6667 -4.4410 -2.0284 0.01 0.00 0.03 0.091
H 0.7612 -3.0002 -1.5853 -0.03 0.03 -0.05 0.045
H 0.0004 -4.2465 -2.5643 -0.01 0.00 0.00 0.094
H 1.6609 -6.3420 -0.7496 0.00 0.00 0.00 0.120
H 0.8486 -7.7250 1.1132 0.00 0.01 0.00 0.118
H -1.1539 -7.0146 2.3988 0.00 -0.01 -0.01 0.118
H -2.2452 -4.8894 1.8672 0.02 -0.08 -0.15 0.092
H -4.4144 -2.6755 -0.8729 -0.02 -0.01 0.05 0.101
H -6.5602 -2.4806 0.2676 0.00 -0.01 0.01 0.118
H -6.6377 -2.3201 2.7433 0.01 0.00 0.00 0.119
H -4.5459 -2.4197 4.0389 0.00 -0.01 -0.01 0.127
H -2.1749 -2.2070 4.1226 -0.01 0.03 -0.02 0.100
H -1.1693 -2.3663 2.6924 0.15 0.03 -0.08 0.002
H -1.8264 -3.7973 3.4416 -0.04 0.10 0.11 0.082
H -3.0695 -4.6242 -1.7468 -0.01 0.01 0.00 0.128
H -3.6898 -4.4994 -4.1334 0.01 0.00 0.01 0.118
H -3.0717 -2.5019 -5.4594 0.00 0.00 0.01 0.118
H -1.7696 -0.6851 -4.4325 0.00 -0.01 0.00 0.122
H -1.1908 0.4562 -2.0729 -0.09 -0.06 0.04 0.069
H 0.1686 -0.5633 -2.5099 -0.01 0.05 -0.01 0.090
O -2.9630 0.1393 0.1293 -0.08 0.25 -0.05 0.064
B -2.0550 0.0312 1.1832 -0.10 0.09 -0.12 -0.887
O -2.5730 0.5230 2.3531 0.07 -0.11 0.09 0.131
C -3.8650 0.9245 2.0360 -0.03 0.02 -0.01 -0.185
C -4.8256 1.4452 2.8717 0.03 -0.02 0.00 0.025
C -6.0440 1.7641 2.2783 -0.02 0.01 0.00 -0.059
C -6.2693 1.5673 0.9171 -0.02 0.01 0.02 -0.061
C -5.2894 1.0338 0.0850 0.03 -0.02 0.01 0.017
C -4.0933 0.7208 0.6874 -0.05 -0.13 0.11 -0.191
H -4.6407 1.5933 3.9267 -0.01 0.01 -0.01 0.129
H -6.8345 2.1783 2.8894 0.01 0.00 -0.01 0.113
H -7.2299 1.8347 0.4980 0.01 -0.01 0.00 0.112
H -5.4567 0.8648 -0.9700 0.00 0.00 0.01 0.128
C 0.7168 5.8081 -3.7999 0.01 -0.01 -0.03 -0.087
C 0.1553 5.4141 -2.4387 0.02 0.03 0.03 -0.243
C -0.4056 3.9953 -2.3948 -0.03 -0.05 -0.09 -0.183
C 0.6464 2.8919 -2.4644 0.01 -0.05 0.03 -0.119
N 1.6327 2.9855 -1.3817 -0.12 0.18 0.01 0.004
C 1.4056 2.7085 -0.0953 0.07 -0.32 -0.01 -0.541
Se -0.2231 2.0231 0.6153 -0.16 -0.14 0.19 0.906
N 2.5059 2.9552 0.6239 0.00 0.20 0.00 0.011
C 2.6627 2.8889 2.0825 -0.16 0.05 -0.05 -0.133
C 2.6337 4.2810 2.7094 0.01 -0.08 0.11 -0.167
C 1.2711 4.9659 2.6077 0.00 0.00 -0.06 -0.246
C 0.2393 4.3940 3.5734 -0.01 0.01 0.04 -0.099
C 3.4860 3.4453 -0.2339 0.04 -0.10 -0.04 -0.134
C 4.8021 3.8334 0.0030 -0.02 -0.03 0.01 0.012
C 5.5341 4.2308 -1.0957 0.03 0.00 0.01 -0.048
C 4.9824 4.2324 -2.3868 0.02 0.00 -0.03 -0.047
C 3.6807 3.8425 -2.6220 -0.03 -0.02 -0.01 0.009
C 2.9348 3.4549 -1.5111 0.10 -0.06 0.03 -0.136
H 1.0365 6.8494 -3.8068 0.00 -0.01 0.02 0.083
H -0.0374 5.6887 -4.5800 0.00 0.01 0.01 0.084
H 1.5832 5.2072 -4.0845 -0.04 0.01 0.01 0.048
H -0.6465 6.1026 -2.1673 -0.01 -0.01 -0.03 0.115
H 0.9201 5.5380 -1.6634 0.00 0.00 -0.01 0.103
H -1.0800 3.8430 -3.2427 0.00 0.00 0.00 0.127
H -1.0109 3.8509 -1.4984 0.02 0.02 0.05 0.081
H 1.2103 2.9381 -3.3937 0.00 0.00 -0.02 0.128
H 0.1907 1.9004 -2.4084 0.08 0.20 -0.04 0.083
H 3.5980 2.3651 2.2810 0.03 0.04 0.00 0.135
H 1.8493 2.2751 2.4670 0.05 0.00 -0.03 0.045
H 3.4153 4.9010 2.2669 -0.02 0.00 -0.06 0.109
H 2.9004 4.1591 3.7626 0.01 0.03 0.01 0.127
H 0.8998 4.9043 1.5769 0.00 0.01 0.01 0.092
H 1.3993 6.0317 2.8004 0.01 -0.01 0.04 0.116
H 0.0438 3.3349 3.3925 0.01 -0.02 -0.01 0.037
H -0.7136 4.9163 3.4876 0.02 0.00 -0.02 0.082
H 0.5806 4.4966 4.6051 0.00 0.01 -0.01 0.084
H 5.2335 3.8218 0.9944 0.00 0.01 -0.01 0.122
H 6.5611 4.5430 -0.9639 -0.01 0.01 0.00 0.118
H 5.5980 4.5457 -3.2191 -0.01 0.00 0.01 0.119
H 3.2735 3.8370 -3.6235 0.01 0.01 0.03 0.109
Br 5.8346 -4.8942 0.1325 -0.01 0.02 -0.01 0.805
C 5.3122 -3.1873 -0.4680 0.00 -0.02 0.00 -0.664
C 6.1987 -2.4059 -1.2001 0.03 -0.01 0.00 -0.076
C 5.8196 -1.1453 -1.6469 -0.01 0.00 0.00 -0.034
C 4.5548 -0.6612 -1.3687 0.03 0.03 0.00 0.010
C 3.6748 -1.4576 -0.6353 -0.05 0.07 0.01 -0.134
C 4.0446 -2.7226 -0.1775 -0.01 -0.03 0.01 -0.053
C 2.3412 -0.9697 -0.3434 -0.24 -0.01 0.11 -0.502
O 1.8667 0.1335 -0.7469 -0.04 -0.20 0.23 -0.095
O 1.5072 -1.6889 0.3711 0.15 -0.18 -0.19 -0.255
H 7.1879 -2.7848 -1.4197 -0.01 0.00 0.00 0.117
H 6.5211 -0.5491 -2.2141 -0.01 0.00 0.00 0.121
H 4.2435 0.3187 -1.7065 0.00 0.00 -0.01 0.120
H 3.3475 -3.3225 0.3918 0.00 0.00 0.01 0.079
```
Forces are in eV/Å.

- net charge = +2
- relative energy (zero: lowest compared OMol25 entry of this formula, charge and spin) (kcal/mol) = 16.2
- highest occupied orbital energy (eV) = -13.0
- LUMO (Ha) = -0.229
- calculated total energy (Eh) = -12893.40393
- orbital gap (eV) = 6.721

Q: What is the calculated total energy in the third record?
A: -12893.40393 Eh

Q: Look up the relative energy (zero: lowest compared OMol25 entry of this formula, charge and spin) of the second one.
A: 150.6 kcal/mol

Q: What is the relative energy (zero: lowest compared OMol25 entry of this formula, charge and spin) in the second record?
A: 150.6 kcal/mol

Q: Number 2 is which compound?
A: C9H13NO3